# ClH34O21

A cluster of 18 separate species, ClH34O21 in total (wB97M-V/def2-TZVPD, the OMol25 dataset).

Structure (XYZ):
```
56
Properties=species:S:1:pos:R:3:forces:R:3:lowdin_charge:R:1
Cl -0.01895 -0.30579 0.27396 -2.2 -2.1 0.9 0.8784
O 0.88166 -0.44749 -0.88546 -1.1 0.4 0.9 -0.3709
O -1.24318 -1.18145 0.07300 2.9 2.6 0.3 -0.2982
O 0.70191 -0.79247 1.49205 -0.5 1.2 -2.2 -0.3428
O -0.40318 1.11106 0.43036 0.8 -2.0 -0.8 -0.3180
O 1.79800 -3.34559 -0.49093 -1.2 -0.8 1.1 -0.0248
H 2.08716 -3.02837 -1.31120 0.9 0.6 -1.9 -0.0095
H 2.30753 -2.83872 0.14654 0.3 -0.1 0.5 -0.0226
O 0.96970 3.97944 1.19329 -0.2 1.0 1.5 -0.0700
H 1.10149 3.55496 0.36666 0.2 -0.4 -1.1 -0.0517
H 0.77342 3.26986 1.81673 0.1 0.0 0.0 -0.0217
O -0.78685 -2.00114 -2.46098 0.8 -0.4 -0.6 -0.0539
H -0.58240 -2.49467 -3.26008 -0.8 -0.2 -0.6 0.0720
H 0.11873 -2.03700 -2.11906 -0.1 0.5 1.0 0.0311
O 1.93173 1.21905 -2.97226 0.2 -0.6 0.1 -0.0581
H 1.95371 1.94069 -3.59709 0.1 0.4 -0.1 0.0561
H 0.99329 0.94990 -2.95278 0.2 0.2 0.0 -0.0038
O -4.53961 -1.93305 -0.12854 -0.7 0.4 -0.4 -0.0630
H -4.04785 -1.11416 -0.30072 -0.1 -0.4 0.2 0.0174
H -5.47921 -1.70253 -0.27604 0.8 -0.1 0.2 0.0434
O -1.23633 -4.08437 -0.35444 -0.1 -0.5 -0.8 -0.0466
H -1.17474 -3.27918 -0.87896 0.1 0.2 -0.1 -0.0031
H -2.17776 -4.25808 -0.33274 -0.3 0.0 0.2 0.0596
O 0.94991 1.59624 2.78425 0.1 1.6 1.6 -0.0269
H 1.02754 0.85434 2.22777 0.2 -1.5 -1.3 -0.0473
H 1.67917 1.50888 3.40039 0.1 0.2 0.2 0.0744
O 0.35406 3.50717 -1.57083 -1.0 1.0 -0.9 -0.0578
H -0.61776 3.36403 -1.68591 1.0 0.5 0.5 0.0097
H 0.68264 2.65927 -1.32450 0.5 -1.0 0.3 -0.0369
O -0.59382 -0.77586 3.91647 0.1 0.5 0.8 -0.0510
H -0.77885 -0.05740 4.53881 -0.3 -0.3 0.0 0.0407
H 0.03225 -0.32381 3.34775 0.0 -0.2 -0.3 -0.0319
O 2.70722 1.98888 -0.27451 0.0 2.5 -1.3 -0.0075
H 2.74870 1.35264 0.38432 0.1 -1.9 1.7 -0.0102
H 2.42162 1.57211 -1.08347 0.0 -0.4 -0.5 -0.0261
O 3.47859 -2.39884 1.43625 1.0 1.4 0.7 -0.0475
H 3.47028 -1.42086 1.51928 -0.6 -0.7 -0.2 0.0567
H 4.43210 -2.51898 1.56739 -0.3 -0.6 -0.3 0.0644
O -2.26327 2.75189 -1.66914 -0.7 0.7 1.0 -0.0357
H -1.70192 2.02463 -1.92230 0.4 -0.9 -0.3 -0.0228
H -2.66302 3.07199 -2.46762 -0.3 0.2 -0.6 0.0463
O -0.42317 -3.39271 2.05376 0.1 -0.4 -0.4 -0.0875
H -0.16980 -2.49156 1.87833 0.1 0.6 0.7 -0.0495
H -0.58133 -3.65064 1.12202 -0.1 -0.5 0.6 -0.0320
O 3.55076 -0.76284 -1.10764 -0.1 -0.5 0.3 -0.0657
H 2.62165 -0.87970 -0.83421 0.5 0.1 -0.2 -0.0237
H 3.48954 -0.13972 -1.83325 0.0 0.3 -0.2 0.0137
O -1.81033 2.64608 2.12224 -1.1 0.6 -0.9 -0.0896
H -2.52610 3.14262 1.62762 1.5 -0.9 0.6 0.0927
H -1.35491 2.05981 1.46907 -0.4 0.9 0.5 -0.0058
O -0.70832 0.85192 -2.83100 0.2 -0.4 1.2 -0.0427
H -1.31010 0.68586 -3.53150 -0.8 -0.2 -1.2 0.0690
H -0.75804 0.02432 -2.30584 0.1 0.1 -0.2 0.0367
O -3.29745 0.41311 2.08931 -0.4 0.2 1.4 -0.0642
H -2.77602 1.20862 2.32991 -0.2 -0.4 -0.1 -0.0112
H -3.24007 0.34764 1.15549 0.3 -0.1 -1.2 -0.0300
```
Forces are in eV/Å.

Values from the calculation:
* HOMO energy: -0.2359 Eh
* energy above the lowest of the compared OMol25 structures with the same formula, charge and spin: 21.23 kcal per mole
* gap between HOMO and LUMO: 8.25 eV
* calculated total energy: -2060.43893 Eh
* total charge: -1

# C16H24B3F3O5

A cluster of 3 separate species, C16H24B3F3O5 in total (wB97M-V/def2-TZVPD, the OMol25 dataset).

Structure (XYZ):
```
51
Properties=species:S:1:pos:R:3:forces:R:3:lowdin_charge:R:1
C 9.72267 -1.96348 1.19278 -6.8 -1.1 0.1 0.0438
C 8.39743 -1.89338 1.21979 5.9 0.3 -1.1 -0.1130
C 6.83911 -1.60954 0.93186 0.4 -1.0 -0.2 -0.2049
C 6.13714 -2.85883 0.12900 -0.2 0.2 -0.4 -0.1887
C 4.71101 -2.38261 -0.54197 0.3 0.4 0.4 -0.0710
B 3.49396 -3.40503 -0.19889 0.1 -0.4 0.4 -0.4172
O 2.99968 -4.47283 -1.05018 -2.1 1.6 2.9 0.2033
B 1.64348 -4.72813 -0.53099 0.1 -0.4 -0.6 -0.3796
C 1.17099 -6.25718 -0.15176 -1.2 -5.1 4.0 0.0700
C 0.89883 -7.37076 0.51850 2.1 5.8 -2.7 0.0939
O 0.76345 -3.56079 -0.33276 3.1 -0.8 1.9 0.1967
B 1.45755 -2.74877 0.65451 0.5 -0.4 0.1 -0.4160
C 0.91480 -1.35759 1.30162 -0.9 0.0 0.3 -0.0538
C -0.67038 -1.09379 1.09970 0.0 1.2 0.4 -0.0723
C -1.01530 -0.24425 -0.25345 0.0 -0.2 0.9 -0.3294
F -2.19390 -0.80518 -0.85259 3.1 2.0 0.9 0.0447
F 0.06875 -0.20088 -1.19143 -3.1 -0.1 2.0 0.0532
F -1.26849 1.14120 0.14233 0.4 -3.4 -1.6 0.0072
O 2.79515 -3.19567 1.08874 -1.5 0.6 -3.4 0.1658
H 10.77443 -2.45257 1.17981 -2.5 1.4 0.1 0.0486
H 6.68272 -0.68166 0.24394 0.6 -1.5 1.5 0.1223
H 6.25942 -1.51958 1.93034 1.1 0.2 -1.7 0.1178
H 5.90951 -3.72953 0.85044 0.8 1.3 -1.1 0.1196
H 6.80893 -3.19330 -0.73994 -0.9 0.3 1.6 0.1174
H 4.48263 -1.35113 -0.04358 0.1 -1.8 -1.0 0.1182
H 4.77437 -2.24228 -1.68102 0.2 -0.1 1.7 0.1191
H 0.85844 -8.28335 1.23397 -0.1 2.1 -2.0 0.0702
H 1.50588 -0.44539 0.89997 -0.9 -1.6 0.7 0.1355
H 1.09212 -1.40578 2.45232 -0.1 0.1 -2.0 0.1347
H -1.00226 -0.40090 1.97771 0.4 -1.1 -1.8 0.1329
H -1.32826 -2.03585 1.18539 1.2 1.5 -0.6 0.1378
C -1.73539 5.87325 -1.19932 -0.2 0.4 0.0 -0.0245
C -2.96578 5.10300 -1.59918 -0.9 0.4 -0.2 -0.4972
C -2.82384 3.61489 -1.77864 -0.4 -0.1 -0.1 -0.0301
O -4.03564 5.66307 -1.77084 0.7 -0.4 0.1 0.0531
H -1.98601 6.93303 -1.10670 0.0 -0.2 0.0 0.0840
H -1.36954 5.51444 -0.23460 0.2 -0.1 -0.1 0.0860
H -0.96266 5.76184 -1.96324 0.1 -0.1 0.2 0.0854
H -2.50635 3.15582 -0.83979 0.2 0.0 -0.1 0.0714
H -2.09932 3.40333 -2.56825 0.1 -0.1 0.2 0.0897
H -3.78915 3.19117 -2.06672 0.2 0.1 0.0 0.0763
C -6.03684 3.73825 -0.04286 0.0 0.3 0.3 -0.0323
C -7.11498 3.09084 0.78490 -0.2 0.4 0.8 -0.4999
C -7.74965 1.83862 0.23986 -0.3 -0.1 0.3 -0.0286
O -7.46114 3.56179 1.85529 0.2 -0.3 -0.7 0.0582
H -5.67093 4.62980 0.47226 -0.1 -0.1 -0.1 0.0869
H -5.20391 3.04432 -0.17593 -0.1 0.0 -0.2 0.0727
H -6.44115 4.03613 -1.01265 0.2 -0.1 -0.1 0.0921
H -6.99256 1.06052 0.11887 0.0 0.1 -0.2 0.0833
H -8.23019 2.05205 -0.71758 0.2 -0.1 -0.1 0.0849
H -8.50879 1.48265 0.94099 0.1 0.1 -0.1 0.0820
```
Forces are in eV/Å.

Values from the calculation:
* HOMO energy: -0.3452 Eh
* structure (SMILES): C#CCCCB1OB(C#C)OB(CCC(F)(F)F)O1.CC(C)=O.CC(C)=O
* gap between HOMO and LUMO: 9.15 eV
* calculated total energy: -1374.40835 Eh
* total charge: 0

# C40H54F13NO20P

A cluster of 7 separate species, C40H54F13NO20P in total (wB97M-V/def2-TZVPD, the OMol25 dataset).

Structure (XYZ):
```
129
Properties=species:S:1:pos:R:3:forces:R:3:lowdin_charge:R:1
C -0.65980 1.14833 3.99460 -4.0 -5.5 -7.7 0.0713
C -1.25038 0.25310 3.05864 4.1 6.3 5.1 -0.0751
C -1.89291 -0.67686 1.83482 -0.4 -0.2 1.6 -0.2065
C -0.99819 -2.03406 1.52216 0.8 0.1 1.3 -0.1909
C 0.51470 -1.69149 0.92041 -1.3 -0.6 0.7 -0.1592
C 0.63523 -1.81699 -0.70962 2.9 -1.3 1.6 -0.1970
N -0.59675 -1.42300 -1.48756 -1.1 0.0 -1.5 -0.0703
C -1.25543 -2.69411 -1.97865 -1.1 -2.3 -1.5 -0.1155
C -2.67278 -2.49569 -2.77001 -0.6 -0.6 -0.1 -0.0308
C -3.94701 -2.05640 -1.83878 -0.7 -2.0 1.3 -0.1625
F -5.07189 -3.02389 -2.12532 3.2 3.4 0.8 0.0088
F -3.69495 -2.21099 -0.35712 -0.5 0.6 -4.5 -0.0054
C -4.46813 -0.51675 -2.04464 -1.6 0.5 3.5 -0.0858
F -5.53130 -0.29970 -0.99280 3.6 -0.6 -3.4 0.0300
F -3.37935 0.46148 -1.68239 -3.0 -3.1 -1.6 0.0094
C -5.18727 -0.20367 -3.48146 -2.3 -0.9 -1.6 -0.0792
F -5.03562 -1.29255 -4.49989 -0.1 3.3 3.6 0.0383
F -6.67470 -0.11602 -3.23022 5.1 0.0 -1.0 0.0473
C -4.68146 1.17997 -4.22144 -0.3 -0.3 -3.4 -0.0655
F -3.20136 1.17894 -4.52606 -4.7 -0.1 1.4 0.0199
F -5.33859 1.16702 -5.58226 2.2 0.0 4.5 0.0291
C -5.17731 2.56465 -3.49916 -1.5 2.5 0.4 -0.0768
F -6.26978 3.18154 -4.33887 3.5 -2.3 3.0 0.0237
F -5.67619 2.41254 -2.11391 1.6 0.0 -4.7 0.0629
C -3.98952 3.73885 -3.42535 -0.3 1.9 1.1 -0.1405
F -2.95827 3.28162 -2.46551 -3.1 1.7 -3.7 0.0441
F -4.67547 4.92814 -2.80273 2.8 -4.1 -2.4 0.0426
F -3.47965 4.12005 -4.76267 -1.6 -1.5 5.1 0.0681
C -0.29100 -0.59791 -2.75611 0.5 2.1 -0.9 -0.0656
C 0.64159 0.64719 -2.26024 -0.7 1.0 -1.4 -0.1247
O 1.90293 0.30498 -1.61612 -1.4 -1.8 -0.1 -0.1615
C 2.04241 -1.11001 -1.27308 1.0 -1.0 -1.1 -0.4341
C 2.75331 -2.02673 -2.48012 0.1 0.0 -1.1 -0.1410
O 2.75145 -1.29065 -3.78837 0.9 -2.1 1.1 -0.2274
C 3.81338 -1.81341 -4.66883 0.6 0.2 -2.4 -0.2396
C 3.21559 -2.05792 -6.20984 0.1 0.4 1.0 -0.0951
P 3.38004 -1.13427 0.14845 -0.5 0.9 2.9 0.9149
C 4.75687 0.14515 -0.17301 -0.1 1.3 -1.2 -0.2902
C 4.04369 -2.89739 0.44581 0.0 -1.3 -1.5 -0.3095
H -0.15422 2.11469 4.47532 -1.4 -2.9 -1.1 0.0808
H -2.96173 -1.03037 2.22079 2.3 0.8 -0.9 0.1245
H -2.09064 -0.00541 0.89753 0.6 -1.0 1.8 0.0875
H -0.79128 -2.52062 2.59258 -0.5 1.1 -2.4 0.1383
H -1.56608 -2.85205 0.90796 0.8 1.8 1.1 0.0906
H 0.79375 -0.63383 1.35615 -0.2 -2.2 -1.1 0.1153
H 1.20220 -2.55931 1.36877 -1.3 2.3 -1.1 0.1243
H 0.80202 -2.98027 -0.92690 -0.5 2.6 0.4 0.1566
H -1.28186 -0.81792 -0.95514 1.0 -1.0 -0.1 0.1618
H -1.41797 -3.51757 -1.16165 0.4 2.1 -1.2 0.1543
H -0.49671 -3.17022 -2.76792 -1.7 1.2 1.7 0.1607
H -2.64334 -1.76454 -3.68464 0.2 -1.4 1.8 0.1278
H -2.95142 -3.56372 -3.22442 0.6 2.4 1.1 0.1738
H -1.28951 -0.11233 -3.19594 2.1 -1.1 1.3 0.1375
H 0.14904 -1.25115 -3.62135 -0.4 1.1 2.0 0.1495
H 0.90874 1.30280 -3.22102 -0.6 -1.5 2.1 0.1638
H -0.00738 1.35264 -1.55895 1.3 -1.6 -1.2 0.1514
H 3.88566 -2.25864 -2.26380 -2.3 0.6 0.0 0.1055
H 2.21571 -3.08694 -2.58864 0.9 2.1 0.2 0.1402
H 4.64969 -0.97400 -4.80956 -1.6 -1.9 0.8 0.1369
H 4.25734 -2.84540 -4.33565 -0.8 2.1 -0.2 0.1273
H 4.06671 -2.32672 -6.98503 -1.6 0.4 1.8 0.0925
H 2.42645 -2.92244 -6.13372 1.5 1.9 -0.4 0.0663
H 2.76589 -1.02537 -6.55823 0.6 -2.3 0.6 0.0902
H 5.74816 -0.01692 0.43330 -2.1 -0.2 -1.3 0.0420
H 4.89790 0.23220 -1.33100 0.3 0.0 2.1 0.0473
H 4.32991 1.20142 0.18317 0.8 -2.4 -0.8 0.0652
H 4.37512 -3.12283 1.55069 -0.5 0.9 -2.3 0.0683
H 3.13696 -3.64090 0.22777 1.9 1.5 0.4 0.0545
H 4.89460 -3.11829 -0.34184 -1.5 0.0 1.8 0.0535
C -1.06615 0.48880 8.42962 -0.6 1.0 0.5 -0.1317
C -0.52818 -0.71941 9.12518 0.0 -0.1 1.1 -0.1375
O -0.32876 -1.64065 8.06988 0.1 0.3 -1.0 0.0618
C -0.18646 -0.90916 6.92605 0.7 -0.7 -2.2 -0.5180
O 0.16763 -1.36972 5.85358 -0.8 0.9 2.4 0.1056
O -0.49098 0.40434 7.13927 0.4 -1.1 -0.4 0.0405
H -0.77347 1.41897 8.92436 -0.1 -0.2 -0.3 0.1171
H -2.15662 0.46482 8.33279 0.1 0.0 0.0 0.1428
H 0.43305 -0.52741 9.61351 -0.1 0.0 -0.1 0.1362
H -1.22798 -1.12068 9.86338 0.1 -0.1 -0.2 0.1382
C -0.09852 3.68249 11.35817 1.2 0.2 -0.2 -0.1352
C -0.82579 3.94144 12.63762 0.4 0.3 1.0 -0.1382
O -2.17999 4.01236 12.23359 -0.3 -0.4 -1.0 0.0694
C -2.28210 3.31627 11.06368 -2.5 -0.5 -1.0 -0.5105
O -3.33700 3.02918 10.52290 2.5 0.6 1.2 0.1370
O -1.05036 2.98276 10.57885 -0.9 0.0 0.2 0.0309
H 0.80115 3.07871 11.50541 -0.2 0.0 -0.2 0.1398
H 0.17401 4.60649 10.83756 0.0 -0.1 0.0 0.1393
H -0.71332 3.12227 13.35568 0.0 0.1 -0.1 0.1376
H -0.51314 4.87558 13.11228 -0.2 -0.1 -0.1 0.1397
C -1.31689 -3.30723 -8.91964 -0.7 0.1 -1.1 -0.1312
C 0.13601 -3.64708 -9.00061 0.5 -0.4 -1.1 -0.1267
O 0.63447 -3.24782 -7.73798 -0.9 0.1 1.1 0.0407
C -0.42226 -3.25507 -6.87373 0.1 0.2 1.5 -0.5077
O -0.32416 -3.12649 -5.66479 -0.2 -0.2 -2.0 0.1006
O -1.60223 -3.42589 -7.53854 0.9 0.1 1.1 0.0676
H -1.93787 -3.99176 -9.50398 0.0 0.1 0.3 0.1431
H -1.52440 -2.27977 -9.23643 0.0 -0.1 0.1 0.1400
H 0.30779 -4.72146 -9.12510 0.0 0.1 0.0 0.1416
H 0.64471 -3.11015 -9.80596 0.0 -0.1 0.3 0.1438
C -8.43659 3.91567 -6.10884 1.0 0.0 0.4 -0.1605
C -9.55719 2.94942 -5.90000 0.0 -0.9 0.6 -0.1419
O -10.68631 3.65079 -6.38507 0.2 0.7 -0.5 0.0662
C -10.22476 4.58335 -7.26880 -1.7 1.6 -1.7 -0.5121
O -10.93677 5.24979 -8.00133 1.7 -1.6 1.8 0.1401
O -8.86321 4.67192 -7.22644 -0.8 0.0 -0.2 0.0672
H -7.48806 3.41410 -6.31943 -0.2 0.2 -0.1 0.1193
H -8.30136 4.58987 -5.25664 0.0 -0.1 -0.1 0.1336
H -9.43261 2.03192 -6.48479 0.0 0.1 0.0 0.1368
H -9.68772 2.68483 -4.84709 -0.2 0.1 -0.2 0.1376
C 10.15309 0.29793 1.44259 1.0 0.2 -0.6 -0.1322
C 9.59978 1.22917 2.47197 0.7 1.0 0.5 -0.1300
O 8.23310 0.86837 2.53618 -0.5 -1.0 -0.4 0.0405
C 8.14183 -0.42072 2.09623 -1.4 -1.3 0.1 -0.5055
O 7.13645 -1.10653 2.17717 2.0 1.5 -0.2 0.1087
O 9.32213 -0.84215 1.55514 -1.2 0.1 0.5 0.0740
H 11.19732 0.03707 1.63536 -0.3 -0.1 -0.1 0.1427
H 10.06778 0.69862 0.42708 0.0 0.0 0.1 0.1390
H 10.05202 1.07888 3.45797 -0.1 0.0 -0.1 0.1418
H 9.71091 2.27878 2.18624 -0.2 -0.2 0.1 0.1424
C 5.03052 0.45512 4.12808 0.1 -0.7 -1.0 -0.1456
C 6.08954 1.16436 4.90812 1.1 0.1 -0.3 -0.1443
O 5.34867 1.96874 5.80600 -1.0 -0.2 0.2 0.0638
C 4.12434 1.38162 5.94723 -1.7 0.5 1.6 -0.5152
O 3.29288 1.71334 6.77568 1.8 -0.7 -1.8 0.1253
O 3.95252 0.37480 5.04155 0.0 0.8 0.9 0.0658
H 5.34499 -0.54293 3.81085 -0.2 0.2 0.1 0.1204
H 4.70750 1.02282 3.24918 0.0 0.0 0.0 0.1335
H 6.71609 0.47564 5.48465 -0.1 0.0 0.0 0.1406
H 6.73104 1.78156 4.27315 -0.2 0.0 0.3 0.1220
```
Forces are in eV/Å.

Values from the calculation:
* HOMO energy: -0.3552 Eh
* gap between HOMO and LUMO: 6.48 eV
* calculated total energy: -4754.88293 Eh
* total charge: +1

| no. | E_LUMO (eV) |
| --- | --- |
| 1 | 1.83 |
| 2 | -0.25 |
| 3 | -3.18 |